1.
ORCA calculation (ωB97M-V/def2-TZVPD) on C34H28F4NO2PPbS as an isolated structure at a distorted geometry.

As for the total charge: 0. The energy above the lowest of the compared OMol25 structures with the same formula, charge and spin is 335.3 kJ/mol. The total energy is -77532.1598 eV. Its HOMO energy (alpha / beta) is -6.56 / -4.72 eV. Its gap between HOMO and LUMO (alpha / beta) is 6.00 / 4.09 eV.

Geometry as XYZ:
```
72
C34H28F4NO2PPbS, DFT ωB97M-V/def2-TZVPD
Pb -0.13744 1.31098 -1.72179
S -2.90332 4.39520 0.83212
C -2.40139 3.17022 1.89867
C -1.59227 2.18763 1.29590
C -1.39892 2.39146 -0.12638
C -2.13749 3.54324 -0.54444
C -2.06951 4.08723 -1.88355
C -2.72288 5.27913 -2.25398
C -2.62335 5.68102 -3.58512
C -1.77994 4.99921 -4.46791
C -1.21012 3.79220 -4.03607
N -1.25141 3.39200 -2.76587
H -2.59984 3.26024 2.98443
H -1.00824 1.43773 1.80981
H -3.26974 5.88913 -1.54440
H -3.16717 6.58921 -3.95947
H -1.47922 5.32298 -5.48363
H -0.64355 3.15266 -4.67210
F -3.19837 -4.93695 4.88436
C -3.17733 -3.70325 5.58690
F -3.32304 -4.05958 6.90374
F -4.32222 -2.96550 5.29679
C -1.91230 -3.03077 5.18732
C -1.95785 -2.05166 4.19767
C -0.79882 -1.74595 3.51008
C 0.53116 -2.20086 3.94905
C 0.56373 -3.08325 5.04031
C -0.65407 -3.53909 5.54795
C 1.75001 -1.70900 3.40657
C 2.84750 -1.42159 2.91098
H -2.97904 -1.55485 4.09145
H -0.82865 -1.24120 2.52757
H 1.50769 -3.39350 5.37598
H -0.64165 -4.35393 6.23783
F 5.50944 0.07042 -4.75394
C 4.24577 0.38535 -4.30272
C 3.21065 -0.55792 -4.27119
C 1.98203 -0.14347 -3.65979
C 1.74673 1.05730 -3.13155
C 2.77058 2.03718 -3.25805
C 4.04350 1.67667 -3.74313
H 3.30366 -1.55391 -4.77184
H 1.18428 -0.88310 -3.64675
H 2.56809 3.05542 -2.89132
H 4.83423 2.38630 -3.87243
C 3.97861 1.05267 1.18322
P 3.98732 0.03172 2.76180
C 5.64110 -0.72802 2.70911
C 3.74290 1.08044 4.18601
H 4.63821 0.56367 0.41803
H 4.49573 2.01511 1.35815
H 2.97600 1.21621 0.66710
H 5.91217 -1.02376 1.69971
H 5.42191 -1.53594 3.39964
H 6.43679 -0.03453 3.08513
H 4.71301 1.06078 4.69015
H 3.01337 0.67018 4.86760
H 3.45980 2.13217 3.98681
O -0.63399 -1.08069 -1.50882
C -1.62422 -0.91456 -2.31165
O -1.85328 0.19049 -2.88554
C -2.52792 -2.09640 -2.65111
C -3.85528 -1.89231 -3.03616
C -4.68279 -2.97150 -3.27444
C -4.22937 -4.29500 -3.03143
C -2.90998 -4.49669 -2.78038
C -2.06857 -3.40613 -2.51416
H -4.22376 -0.89053 -3.15132
H -5.65013 -2.80795 -3.76229
H -4.97764 -5.12217 -3.08344
H -2.51222 -5.50667 -2.95381
H -1.07763 -3.63136 -2.19595
```

2.
ORCA calculation (ωB97M-V/def2-TZVPD) on C24H38N8O7P2SSiTi as an isolated structure at a distorted geometry.

As for the total charge: -2. The energy above the lowest of the compared OMol25 structures with the same formula, charge and spin is 480.4 kJ/mol. The total energy is -112168.7326 eV. Its HOMO energy (alpha / beta) is -1.02 / -2.39 eV. Its gap between HOMO and LUMO (alpha / beta) is 5.30 / 6.67 eV. Its spin multiplicity is 3.

Geometry as XYZ:
```
82
C24H38N8O7P2SSiTi, DFT ωB97M-V/def2-TZVPD
Ti -0.41265 -0.86981 -0.43943
N -2.94706 -2.55699 3.11326
C -2.35579 -2.03845 1.94142
S -0.92198 -1.07600 2.08838
N -3.02815 -2.21131 0.82346
N -2.49057 -1.54867 -0.22581
C -3.28406 -1.28027 -1.24502
C -4.51973 -2.01479 -1.56942
C -4.39735 -3.19977 -2.27945
C -5.51462 -3.98134 -2.65060
C -6.80170 -3.51750 -2.40818
C -6.95490 -2.30479 -1.73099
C -5.82726 -1.61412 -1.30456
C -2.89851 -0.19106 -2.00689
C -3.58453 0.17813 -3.21491
C -3.29134 1.37730 -3.76821
C -2.18198 2.12529 -3.29272
C -1.41532 1.59856 -2.23797
N -1.73090 0.46520 -1.58754
H -2.30759 -2.60753 3.88487
H -3.48958 -3.36740 2.94202
H -3.36686 -3.47864 -2.50653
H -5.34545 -4.91334 -3.16588
H -7.65229 -4.15966 -2.60559
H -7.94138 -1.96592 -1.45051
H -5.91433 -0.75528 -0.67203
H -4.33804 -0.45607 -3.56994
H -3.85478 1.71399 -4.65952
H -1.93793 3.09242 -3.72634
H -0.47052 2.08785 -1.95276
O 0.93571 -4.20992 1.37906
P 1.29606 -3.72206 -0.12531
O 0.59501 -4.46625 -1.15890
O 1.01017 -2.19244 -0.05891
O 2.87716 -4.05127 -0.17419
P 3.87975 -3.27932 -1.46484
O 4.57314 -1.99966 0.73230
O 2.97712 -2.71266 -2.55058
O 4.18259 -1.79036 -0.60935
H 0.44906 -3.44913 1.78764
H 3.85437 -2.51884 1.12896
C 4.33211 3.54602 -0.42063
Si 3.27316 2.35403 -1.49714
C 4.36351 1.02690 -2.33428
C 2.32383 3.39080 -2.77661
C 1.93070 1.47405 -0.56716
C 0.90882 0.83497 -0.27490
H 4.63599 4.39392 -1.04677
H 5.19963 3.11216 0.07915
H 3.69076 3.97679 0.34324
H 4.99064 1.38953 -3.19410
H 3.75941 0.18174 -2.65752
H 5.11917 0.58611 -1.65709
H 2.90820 3.85597 -3.58585
H 1.71062 4.15225 -2.28133
H 1.69977 2.64208 -3.27153
N 0.01863 -0.99612 -3.71631
N 0.32706 -1.57147 -2.41494
H 0.92485 -0.88112 -4.18405
H -0.34652 -0.06267 -3.59012
H 1.34703 -1.55605 -2.21479
H 0.11493 -2.55282 -2.53646
C 2.45566 1.87346 2.92224
C 2.71851 3.11570 3.83664
N 1.89138 3.03378 5.04704
C 2.03671 1.71654 5.66337
C 1.45346 0.63735 4.72307
N 1.22246 1.23359 3.40450
C 0.15868 2.23833 3.52239
C 0.50271 3.24387 4.63040
H 3.27480 1.11224 3.03242
H 2.35567 2.09853 1.89046
H 2.57905 4.08012 3.30777
H 3.77056 3.14133 4.11345
H 1.54402 1.72804 6.61803
H 3.09479 1.47083 5.82876
H 0.53548 0.24206 5.07877
H 2.12286 -0.20617 4.62038
H -0.80805 1.71660 3.74152
H 0.08798 2.74153 2.57769
H -0.10118 3.04354 5.51974
H 0.41917 4.30354 4.31210
```